(1)
{
  "formula": "C33H26F12N4O3Ta",
  "method": "ωB97M-V/def2-TZVPD",
  "homo_energy_ev": -11.37,
  "e_above_lowest_kj_mol": 0.00,
  "fmax_ha_per_bohr": 0.007,
  "homo_lumo_gap_ha": 0.271,
  "charge": 1,
  "elements": ["H", "F", "N", "C", "H", "C", "C", "H", "C", "H", "F", "C", "H", "F", "H", "O", "H", "C", "F", "H", "H", "C", "F", "H", "H", "Ta", "H", "F", "N", "C", "C", "H", "C", "H", "F", "F", "C", "C", "H", "C", "H", "C", "C", "H", "C", "H", "O", "F", "F", "C", "C", "C", "C", "H", "C", "C", "H", "C", "F", "C", "H", "H", "C", "C", "N", "O", "C", "H", "F", "H", "C", "C", "N", "C", "H", "H", "C", "C", "C"],
  "positions_angstrom": [[2.84603, -2.38137, 4.49841], [-4.42771, -1.06996, 1.59792], [3.02592, -2.42567, -0.10086], [0.89833, -3.47237, -0.50679], [0.43036, -3.02205, 3.53799], [-1.38811, 0.39660, -1.78574], [2.52023, -0.87993, -3.17373], [-0.14025, 0.83186, -3.48271], [1.15396, 0.27706, 3.65067], [2.97538, -2.19880, 2.75785], [-0.02124, 2.99575, -1.06894], [1.37502, -1.08909, 3.64028], [-4.28170, 1.86276, -5.38700], [3.64432, 1.00717, 1.14542], [-4.75332, 0.78729, -1.85225], [-2.05662, -0.45908, 0.81993], [-2.22506, 0.32570, 3.44572], [1.76387, 1.91510, 0.02368], [-3.68921, 1.51637, 2.06349], [0.23194, 2.84983, 3.00167], [4.74361, 0.67070, -4.46560], [1.70031, -2.50473, 0.04792], [-4.40035, -1.65399, -0.47745], [-5.31685, 2.15394, -3.98645], [-3.03765, -1.97588, 3.97571], [-0.18092, -0.20944, 0.97685], [5.61038, 0.50252, -2.94333], [-3.91829, 2.47584, 0.14742], [-1.58927, -3.35492, 0.12133], [1.15926, 3.24657, -0.48952], [2.01818, 0.96390, -1.14140], [3.49138, -3.06489, -0.72644], [3.24302, 0.94742, -1.81308], [3.48774, -1.56561, 0.14746], [-1.93386, 2.10199, 0.93912], [0.95363, 4.10920, 0.50475], [-1.14917, 0.78100, -3.10553], [-3.73452, 0.76205, -2.21074], [4.01268, 1.65472, -1.54187], [-0.48465, -3.44422, -0.19518], [-1.95703, -3.36448, 3.78724], [-0.34576, 2.30150, 3.74497], [-2.18081, 1.11928, -3.95944], [-2.54867, -2.51232, 2.36848], [-1.02454, -1.46385, 3.46380], [0.51576, -1.56042, -2.81944], [0.89022, 1.37755, 0.97317], [-5.45529, 0.13854, 0.13869], [1.95402, 3.81557, -1.39432], [-0.14547, 0.82067, 3.60467], [-4.64103, 1.43662, -4.45221], [1.02964, 0.07047, -1.54059], [-2.20969, -2.38068, 3.39510], [1.99623, 0.95628, 3.70614], [4.82334, 0.06896, -3.55842], [1.47382, -4.40669, -1.40814], [-1.39532, 2.57298, 3.65353], [3.05978, 2.18668, 0.85052], [3.94969, 2.94872, 0.22034], [3.50805, 0.04324, -2.83233], [-5.22163, 0.54409, -4.69105], [0.00537, 2.61374, 4.72984], [0.26865, -1.94976, 3.55192], [-3.19850, 1.60343, 0.82357], [2.04383, -5.10913, -2.11965], [1.17499, -1.56754, 0.82985], [-3.50128, 1.09739, -3.53531], [2.70805, -1.61172, -3.95014], [2.76569, 2.77739, 2.00907], [3.50949, -0.88670, 3.82106], [-4.36491, -0.61553, 0.34574], [-2.71283, 0.42408, -1.32816], [-0.28689, 0.04541, -0.94109], [1.29763, -0.86730, -2.53652], [-1.94415, 1.41038, -4.97517], [5.12765, -0.93345, -3.85689], [-3.06860, 0.21365, 0.13471], [-1.21422, -0.05873, 3.47363], [2.75794, -1.66165, 3.68384]],
  "forces_ev_per_angstrom": [[0.0, 0.0, 0.0], [0.0, 0.0, 0.0], [0.0, -0.1, 0.0], [-0.1, 0.0, -0.1], [0.0, 0.0, 0.0], [-0.1, 0.0, -0.1], [0.0, 0.0, 0.0], [0.0, 0.0, 0.0], [0.0, 0.0, 0.0], [0.0, 0.0, 0.0], [0.0, 0.0, 0.0], [0.0, 0.0, 0.0], [0.0, 0.0, 0.0], [0.0, 0.0, 0.0], [0.0, 0.0, 0.0], [0.1, 0.2, 0.0], [0.0, 0.0, 0.0], [0.1, 0.2, 0.1], [0.0, 0.0, 0.0], [0.0, 0.0, 0.0], [0.0, 0.0, 0.0], [0.0, 0.1, 0.1], [0.0, 0.0, 0.0], [0.0, 0.0, 0.0], [0.0, 0.0, 0.0], [-0.1, -0.1, 0.4], [0.0, 0.0, 0.0], [0.0, 0.0, 0.0], [0.0, 0.1, 0.0], [-0.1, -0.1, 0.0], [0.1, 0.1, 0.0], [0.0, 0.0, 0.0], [-0.1, 0.0, 0.0], [0.0, 0.0, 0.0], [0.0, 0.0, 0.0], [0.0, 0.0, 0.0], [0.0, 0.0, 0.0], [0.0, 0.0, 0.1], [0.0, 0.0, 0.0], [0.0, -0.1, 0.0], [0.0, 0.0, 0.0], [0.0, 0.0, 0.0], [0.0, 0.0, 0.0], [0.0, 0.0, 0.0], [-0.2, 0.1, 0.0], [0.0, 0.0, 0.0], [0.0, 0.0, 0.1], [0.0, 0.0, 0.0], [0.0, 0.0, 0.0], [0.1, 0.1, 0.0], [0.0, 0.0, 0.0], [-0.2, -0.1, -0.1], [0.0, -0.1, 0.1], [0.0, 0.0, 0.0], [0.0, 0.0, 0.0], [0.0, 0.0, 0.1], [0.0, 0.0, 0.0], [-0.1, 0.0, 0.0], [0.0, 0.0, 0.0], [0.0, 0.0, 0.0], [0.0, 0.0, 0.0], [0.0, 0.0, 0.0], [-0.1, 0.0, -0.1], [0.0, -0.1, 0.0], [0.0, 0.0, 0.0], [0.1, -0.2, -0.2], [0.0, 0.0, 0.0], [0.0, 0.0, 0.0], [0.0, 0.0, 0.0], [0.0, 0.0, 0.0], [-0.1, 0.0, 0.0], [-0.1, 0.0, 0.0], [0.1, 0.0, -0.1], [0.0, 0.1, 0.0], [0.0, 0.0, 0.0], [0.0, 0.0, 0.0], [0.1, 0.0, -0.1], [0.0, -0.1, 0.0], [0.0, 0.0, 0.0]],
  "lowdin_charge": [0.100, 0.173, 0.238, -0.189, 0.144, -0.162, -0.004, 0.116, -0.021, 0.076, 0.182, -0.265, 0.081, 0.155, 0.130, -0.245, 0.124, -0.252, 0.177, 0.075, 0.096, -0.428, 0.196, 0.089, 0.098, 2.002, 0.085, 0.216, 0.204, -0.553, -0.072, 0.126, 0.037, 0.121, 0.123, 0.190, 0.002, 0.033, 0.127, -0.176, 0.095, -0.009, -0.002, 0.050, -0.281, 0.139, -0.240, 0.172, 0.194, -0.299, -0.029, -0.248, -0.021, 0.131, -0.028, -0.197, 0.087, -0.549, 0.185, -0.239, 0.093, 0.105, -0.007, -0.532, 0.180, -0.206, -0.238, 0.131, 0.175, 0.091, -0.561, -0.062, -0.074, -0.028, 0.124, 0.086, -0.255, -0.071, -0.010]
}



(2)
{
  "formula": "C5H9N",
  "method": "ωB97M-V/def2-TZVPD",
  "homo_energy_ev": -9.43,
  "e_above_lowest_kj_mol": 366.51,
  "fmax_ha_per_bohr": 0.023,
  "homo_lumo_gap_ha": 0.343,
  "charge": 0,
  "elements": ["C", "H", "H", "H", "H", "N", "C", "H", "H", "H", "C", "C", "C", "H", "H"],
  "positions_angstrom": [[-2.05381, -0.37559, 0.94502], [0.44141, -0.78216, 0.08571], [-1.75760, 0.10345, -1.11472], [-3.13726, -0.20837, 0.91432], [-1.58890, 1.49670, -0.08803], [2.02583, -1.35952, -1.64942], [-1.34033, 0.43484, -0.13864], [2.82101, 1.42607, -0.30409], [-1.89997, -1.45362, 0.80874], [0.49358, 0.47875, -1.27991], [0.15933, 0.17652, -0.30641], [2.40008, -0.55043, -0.90032], [2.35359, 0.50216, 0.05891], [-1.69846, -0.10636, 1.94134], [2.78150, 0.21756, 1.02752]],
  "forces_ev_per_angstrom": [[0.1, 0.1, 0.1], [-0.1, -0.3, -0.5], [0.4, 0.2, 0.3], [0.2, 0.1, 0.0], [0.0, 0.0, 0.1], [0.9, 0.5, 0.5], [0.2, 0.3, 0.2], [-0.6, -0.1, 0.1], [0.1, 0.2, 0.0], [-0.1, -0.4, -0.2], [0.1, 0.0, 0.0], [-0.3, -0.6, -0.5], [-0.5, 0.0, 0.0], [0.0, 0.0, 0.0], [-0.5, 0.1, -0.1]],
  "nbo_charge": [-0.609, 0.192, 0.234, 0.216, 0.219, -0.348, -0.475, 0.234, 0.209, 0.195, -0.195, 0.230, -0.544, 0.208, 0.234]
}



(3)
{
  "formula": "C6H6N2O4",
  "method": "ωB97M-V/def2-TZVPD",
  "homo_energy_ev": -8.76,
  "e_above_lowest_kj_mol": 465.90,
  "fmax_ha_per_bohr": 0.063,
  "homo_lumo_gap_ha": 0.306,
  "charge": 0,
  "elements": ["H", "C", "C", "C", "C", "C", "H", "H", "H", "O", "O", "H", "O", "N", "H", "O", "N", "C"],
  "positions_angstrom": [[0.29191, -1.81532, 1.71103], [-2.18925, 0.00868, 0.23536], [4.61059, 2.37332, 0.34581], [0.86446, -0.25217, 0.46216], [-1.82772, 0.66669, -0.98520], [-0.00772, -0.95773, 1.11577], [-2.02130, -1.20657, 1.80868], [-3.32263, 0.09993, 0.45662], [-0.72259, 1.16345, -2.30811], [2.31906, 0.13147, -1.15707], [2.23794, 1.46895, 0.65107], [2.61379, 1.05465, -1.55195], [4.87407, 1.65582, 1.20057], [1.79195, 0.49410, 0.09739], [-2.75967, 1.23212, -1.44313], [4.30526, 3.08620, -0.49450], [-0.67331, 0.62655, -1.51664], [-1.45824, -0.74067, 1.05196]],
  "forces_ev_per_angstrom": [[0.3, 0.1, 0.1], [-2.6, -0.1, 0.5], [-0.3, -0.6, 0.8], [-0.2, -0.5, 0.6], [-1.4, 1.3, -1.1], [-0.8, -0.4, -0.4], [-0.4, -0.7, 1.1], [2.0, -0.3, -0.2], [0.3, 1.5, -2.8], [1.1, 2.5, -1.2], [1.0, 2.4, 1.1], [-0.8, -2.4, 1.2], [0.9, -0.6, 0.9], [-0.8, -2.0, -1.5], [1.9, -0.9, 0.5], [-0.2, 1.3, -1.6], [-0.7, -1.0, 2.3], [0.6, 0.4, -0.1]],
  "nbo_charge": [0.234, -0.253, 1.039, 0.299, 0.094, -0.288, 0.211, 0.212, 0.338, -0.546, -0.512, 0.487, -0.508, 0.317, 0.150, -0.533, -0.596, -0.145]
}



(4)
{
  "formula": "C18H25BrHfIN3O5",
  "method": "ωB97M-V/def2-TZVPD",
  "homo_energy_ev": -14.48,
  "e_above_lowest_kj_mol": 0.00,
  "fmax_ha_per_bohr": 0.019,
  "homo_lumo_gap_ha": 0.264,
  "charge": 2,
  "elements": ["C", "C", "H", "N", "H", "N", "C", "H", "Hf", "C", "H", "C", "H", "Br", "I", "H", "C", "C", "H", "H", "C", "C", "H", "H", "H", "H", "H", "O", "O", "C", "C", "H", "H", "H", "H", "C", "H", "C", "C", "C", "O", "H", "H", "O", "N", "H", "O", "C", "C", "H", "H", "H", "H", "C"],
  "positions_angstrom": [[-3.55813, 0.91121, 1.26181], [3.53761, 2.06234, -1.11634], [2.64137, 0.36691, -0.06317], [3.28254, 3.41011, -0.64356], [2.91532, 4.43632, 1.13051], [-2.64968, -0.20853, 0.90051], [-3.32921, 2.08441, 0.34564], [-4.60089, 0.58805, 1.21904], [-0.51066, 0.58855, 0.37580], [-0.53003, -5.55199, -0.97487], [1.95752, 4.97396, -1.00307], [2.12841, 3.95085, -1.33531], [1.02733, 3.13531, 1.62190], [3.68999, -3.58729, -0.57869], [1.04243, -1.93137, 0.82895], [1.91216, 0.65094, -1.65379], [1.98112, -4.35168, -0.71251], [2.33958, 1.13538, -0.77209], [-1.30883, -3.81368, 0.00513], [0.11791, 3.67389, -0.55093], [0.82600, -3.74022, -0.24434], [1.81935, 2.54665, 1.15291], [4.44421, 1.68269, -0.64726], [-3.33618, 1.20550, 2.28796], [2.33391, 3.97825, -2.40437], [2.73836, -6.09448, -1.69114], [2.06570, 1.72325, 1.82669], [-0.56739, 0.47263, 2.35652], [-1.88591, 2.35778, 0.39703], [-3.09752, -0.95984, -0.31547], [-0.42658, -4.31516, -0.36186], [3.94741, 3.02212, 1.28846], [-3.90000, -0.40314, -0.80073], [-3.59199, 1.88378, -0.69304], [-3.86056, 2.96668, 0.69585], [0.60862, -6.18721, -1.44871], [-1.69617, 3.23982, 0.05967], [-1.95312, -1.06991, -1.34170], [1.85392, -5.59602, -1.31978], [0.88288, 3.07292, -1.04617], [-1.28260, -0.61635, 4.19421], [3.70367, 2.08752, -2.19230], [-3.31436, -1.21749, 2.68563], [-1.29592, 0.12126, -1.41557], [1.25141, 1.95289, -0.11166], [-3.46013, -1.95755, -0.07471], [-1.64632, -2.06874, -1.90398], [-1.37724, -0.39453, 3.03768], [-2.40457, -1.05649, 2.10449], [0.52968, -7.15553, -1.92331], [0.45909, 2.62711, -1.94837], [-1.50055, -6.01660, -1.07793], [-2.01149, -2.02601, 1.79680], [3.05854, 3.41072, 0.79352]],
  "forces_ev_per_angstrom": [[0.0, 0.0, 0.0], [0.0, 0.0, 0.0], [0.0, 0.0, 0.0], [0.0, 0.0, 0.0], [0.0, 0.0, 0.0], [0.3, -0.2, -0.1], [0.0, 0.0, 0.0], [0.0, 0.0, 0.0], [0.3, 0.8, -0.3], [0.0, 0.0, 0.0], [0.0, 0.0, 0.0], [0.0, 0.0, 0.0], [0.0, 0.0, 0.0], [0.1, 0.1, 0.0], [-0.1, -0.2, 0.3], [0.0, 0.0, 0.0], [-0.1, -0.1, -0.1], [-0.1, 0.0, 0.1], [0.0, 0.0, 0.0], [0.0, 0.0, 0.0], [0.1, 0.1, -0.2], [-0.1, 0.0, -0.1], [0.0, 0.0, 0.0], [0.0, 0.0, 0.0], [0.0, 0.0, 0.0], [0.0, 0.0, 0.0], [0.0, 0.0, 0.0], [-0.1, -0.3, -0.5], [0.1, -0.2, 0.1], [-0.1, -0.1, -0.1], [0.0, 0.0, 0.1], [0.0, 0.0, 0.0], [-0.1, -0.1, 0.0], [0.0, 0.0, 0.0], [0.0, 0.0, 0.0], [0.0, 0.0, 0.0], [0.0, 0.1, -0.1], [-0.3, 0.2, 0.5], [0.0, 0.0, 0.0], [-0.1, 0.0, 0.1], [-0.1, -0.1, 0.0], [0.0, 0.0, 0.0], [-0.1, -0.1, -0.1], [0.4, -0.6, 0.7], [0.0, 0.2, 0.0], [-0.1, 0.1, 0.1], [-0.1, 0.1, -0.3], [0.1, 0.2, -0.2], [-0.2, 0.1, 0.2], [0.0, 0.0, 0.0], [0.0, 0.0, 0.0], [0.0, 0.0, 0.0], [0.0, 0.0, 0.0], [0.0, 0.0, 0.0]],
  "nbo_charge": [-0.250, -0.250, 0.226, -0.379, 0.233, -0.545, -0.074, 0.250, 2.403, -0.172, 0.229, -0.250, 0.222, 0.135, 0.340, 0.235, -0.195, -0.264, 0.221, 0.185, -0.025, -0.252, 0.232, 0.244, 0.234, 0.256, 0.232, -0.922, -0.793, -0.343, -0.265, 0.233, 0.250, 0.215, 0.243, -0.153, 0.540, 0.764, -0.201, -0.242, -0.458, 0.232, 0.261, -0.895, -0.613, 0.254, -0.487, 0.778, -0.350, 0.249, 0.235, 0.244, 0.255, -0.253]
}